This record from the OMol25 dataset describes a cluster of 14 separate species, C50H125N3O14 in total in a non-equilibrium geometry. The level of theory is the ωB97M-V functional and the def2-TZVPD basis.

Cartesian coordinates (Å):
O (4.4232, -4.0511, -5.9826)
O (3.0264, -1.6617, 1.6983)
O (-0.0601, 0.6405, -4.4421)
O (-0.0294, -2.8454, 5.5227)
O (-0.7882, 4.1598, 2.8742)
O (-5.5298, -2.4453, 4.1173)
O (-3.8157, 5.3610, -0.3193)
O (3.1704, 3.0705, 1.5473)
O (4.5347, 1.2965, -4.8530)
O (-2.4654, -5.3995, 2.1432)
O (5.7602, 4.4902, -2.2656)
O (0.8147, -0.8028, -0.6227)
O (3.4845, -3.8467, -2.2787)
O (-4.8929, 0.2998, -1.8729)
N (2.1778, -1.8884, 3.7717)
N (5.1651, 4.5169, -0.1251)
N (4.5695, -2.1182, -4.7786)
C (-5.1963, -1.0672, 4.3148)
C (5.3061, 3.8775, -1.3307)
C (-4.7080, -0.5653, 3.0092)
C (5.3444, -3.0841, -0.8140)
C (-0.0454, -5.2119, 5.2947)
C (-4.7185, 6.1239, 0.4319)
C (-1.0835, -0.9736, 4.4635)
C (-5.4184, 0.0597, -0.6019)
C (-2.5437, 5.9768, -0.4541)
C (2.5604, -4.9087, -2.5318)
C (-1.1425, -5.5546, 0.0826)
C (-5.8213, -3.0913, 5.3987)
C (-0.9260, 0.1388, -3.4207)
C (-1.4789, -0.6895, 0.2927)
C (3.2613, 1.8610, -5.1795)
C (6.8717, 1.4901, -4.5055)
C (-2.0919, 3.6093, 2.9555)
C (1.5956, -3.5328, 2.0799)
C (2.1268, -0.1397, -0.8049)
C (-6.0322, 5.3931, 0.4445)
C (1.7802, 4.2534, 0.0115)
C (-0.7314, -3.8976, 4.9481)
C (4.8186, 2.4801, -1.3382)
C (-3.5765, -4.7774, 2.8559)
C (4.5976, 2.0595, 3.2876)
C (-3.9764, -5.6741, 3.9562)
C (1.6945, -4.3943, -3.6718)
C (2.4146, -2.3324, 2.5082)
C (-4.3023, 1.5512, -2.1305)
C (-0.3651, 4.8474, 4.0508)
C (5.7205, 2.2390, -4.9563)
C (-6.9019, -4.1643, 5.1320)
C (2.8770, -0.7989, -1.9635)
C (-5.3889, -1.4786, -0.2953)
C (-0.8969, -1.4245, -3.5260)
C (-0.1788, 3.0000, -3.9112)
C (4.4318, -4.2138, -1.2787)
C (1.9374, 2.9988, 0.8505)
C (0.0010, -0.1454, 0.3983)
C (-0.4180, 1.8982, -4.9774)
C (0.8316, 5.7391, 3.8523)
C (3.0977, 2.1780, -6.6537)
C (4.7618, -2.8730, -5.8500)
C (-2.0041, -4.6757, 1.0250)
C (-4.2987, 1.6135, -3.6361)
C (-0.7401, -1.6644, 5.7238)
C (3.3416, 2.0307, 2.4942)
C (5.3676, -2.1800, -7.0397)
C (-1.7751, 5.0703, -1.3550)
C (-2.1989, 2.4794, 1.9425)
H (3.2930, 1.2355, -7.1931)
H (3.7788, 2.9795, -6.9847)
H (1.0337, -5.2133, 5.0257)
H (3.1898, 2.7379, -4.5541)
H (2.8299, -1.8655, -1.9153)
H (-3.3257, 1.5059, -1.6236)
H (1.7082, -2.4138, 4.4819)
H (5.7315, -1.1624, -6.8596)
H (0.5648, -3.1961, 2.2821)
H (-6.0973, -0.4817, 4.5267)
H (-2.2716, 4.9403, -2.3263)
H (-6.7492, 5.9609, 1.0648)
H (-5.8861, 4.3938, 0.8341)
H (1.8229, 2.1459, 0.1584)
H (-1.7317, 2.8195, 1.0385)
H (-2.6232, 7.0145, -0.8196)
H (0.1863, -1.6522, -3.4069)
H (-0.8724, -3.7227, 3.8773)
H (1.0353, 6.1927, 4.8227)
H (5.0902, -5.0130, -1.7063)
H (-0.0607, 0.9427, 0.1222)
H (2.3217, -0.5577, -2.8528)
H (-1.9983, 6.0515, 0.4927)
H (4.6668, 2.0750, -0.3230)
H (-3.3036, -5.6917, 4.7873)
H (2.0799, 2.4953, -6.9055)
H (-6.4525, 5.2563, -0.5785)
H (-6.4039, 0.5148, -0.5143)
H (-1.6682, -1.9480, 6.2242)
H (2.6713, 4.4872, -0.5944)
H (-0.1909, -0.5063, 4.0654)
H (-4.1064, -6.6962, 3.5312)
H (2.5506, 1.1150, -4.8137)
H (4.5740, 2.8825, 4.0159)
H (-5.6006, -1.7597, 0.7331)
H (-5.2396, 1.9164, -4.0824)
H (-6.2316, -2.4216, 6.1037)
H (-4.3454, 6.1719, 1.4561)
H (-4.0061, 0.6182, -4.0070)
H (4.8285, -2.3081, -0.2789)
H (-0.7305, -4.9277, -0.7115)
H (-3.4364, -3.7875, 3.2368)
H (2.8830, -1.1901, 4.0059)
H (-3.7026, -1.0721, 2.6942)
H (-4.8892, 2.3850, -1.7623)
H (3.2711, 1.0023, 2.0196)
H (4.0441, -2.4932, -4.0022)
H (6.4895, 0.8816, -3.7025)
H (5.8478, -2.7168, -1.6866)
H (-1.9062, 0.5204, -3.6419)
H (-1.8453, -0.4924, -0.6868)
H (0.2102, 1.9711, -5.9156)
H (7.2762, 0.9004, -5.3383)
H (-0.5199, 0.4001, -2.4557)
H (-4.3272, -1.7381, -0.4032)
H (-1.1225, 5.4717, 4.5442)
H (-0.4468, -6.0903, 4.7781)
H (-4.7882, 7.1528, 0.1043)
H (-6.5971, -4.8203, 4.3040)
H (-6.0004, -2.0109, -1.0274)
H (-2.7803, 4.4453, 2.6929)
H (5.4645, 1.8195, -1.8812)
H (2.4339, 2.0968, 3.1656)
H (0.8610, 2.9178, -3.4991)
H (-0.7642, 5.5513, -1.5428)
H (3.8928, 2.4849, -1.8942)
H (1.7572, -3.7342, 0.9636)
H (-1.6854, 4.0721, -0.9047)
H (1.8070, 5.2364, 3.6907)
H (6.3298, -2.7336, -7.2931)
H (4.6794, -2.1130, -7.8867)
H (-5.0028, -3.5872, 5.8680)
H (3.8731, -0.3410, -2.0944)
H (4.5985, -1.1260, -4.8528)
H (-1.7003, -6.3893, -0.3027)
H (-0.2017, 4.0388, -4.2907)
H (4.5616, 4.1327, 0.5826)
H (1.0779, -3.5171, -3.4144)
H (-4.3430, -4.7102, 2.0792)
H (-7.8849, -3.7097, 4.9421)
H (4.7043, 1.1604, 3.9216)
H (3.2036, -5.7723, -2.8717)
H (5.4594, 2.0561, 2.6230)
H (1.0768, 2.9940, 1.5564)
H (-4.7609, 0.4988, 0.1517)
H (-0.2083, -1.0851, 6.4693)
H (5.7403, 2.4655, -5.9890)
H (-1.6952, 1.5683, 2.2790)
H (-3.2533, 2.2294, 1.7765)
H (-2.8199, -4.2658, 0.4892)
H (-4.9404, -5.3934, 4.3145)
H (-1.5118, 1.7931, -5.2309)
H (-1.5184, -3.7846, 1.4764)
H (2.3472, -4.1449, -4.5006)
H (3.9145, -4.6605, -0.4060)
H (0.9570, 4.1872, -0.6657)
H (-0.8891, 2.8282, -3.0151)
H (0.6423, 6.4658, 3.0831)
H (-0.0624, 4.0311, 4.7413)
H (5.4951, 3.1646, -4.4082)
H (1.5270, 5.1336, 0.5969)
H (-1.7730, -3.9816, 5.2992)
H (-5.3497, -0.7335, 2.2264)
H (-0.3298, -5.9968, 0.6903)
H (0.9488, -5.1810, -3.9981)
H (-0.1127, -5.3843, 6.3528)
H (2.7908, -0.1578, 0.0533)
H (1.7837, -4.4590, 2.6155)
H (1.8773, 0.8673, -1.0855)
H (-1.8334, -0.1954, 4.5701)
H (-4.5486, 0.5132, 3.0050)
H (-3.5073, 2.2714, -4.0452)
H (1.8966, -5.1681, -1.6721)
H (-4.4843, -0.9815, 5.1017)
H (5.2764, 5.4938, -0.2327)
H (-1.1010, -1.7268, -4.5545)
H (-2.2287, 3.2592, 4.0182)
H (-1.5728, -1.6897, 3.8294)
H (-6.9891, -4.8422, 6.0034)
H (-1.5435, -1.9669, -2.8098)
H (-1.4033, -1.7753, 0.4918)
H (7.6084, 2.1656, -4.0377)
H (0.4762, -0.2776, 1.4376)
H (-2.1914, -0.2778, 1.0336)
H (6.1020, -3.5004, -0.1820)

Force components x, y, z for each atom (eV/Å):
O 0.3 0.6 0.8
O 0.8 -0.1 0.3
O 0.5 -0.6 0.1
O 1.3 -0.2 0.5
O 0.5 0.7 -0.1
O 0.0 -0.2 1.9
O 0.3 0.6 -0.2
O 0.6 -0.2 -0.1
O 1.2 0.5 -0.1
O -0.3 -0.1 0.9
O 0.4 -0.1 -1.3
O 0.6 0.7 1.2
O 0.0 -0.1 1.1
O -0.7 -1.0 -0.2
N 1.6 0.8 -0.4
N 0.2 -0.9 -0.5
N -0.4 0.0 1.3
C -1.1 -0.6 -1.1
C -0.1 0.8 1.6
C 4.0 0.1 0.2
C -0.8 -0.6 -0.8
C 1.0 -0.1 -0.9
C 0.0 -0.7 0.7
C 0.0 1.0 -0.3
C 0.4 -0.9 1.1
C -0.2 -0.2 0.1
C 0.3 0.2 -0.9
C 0.4 0.8 1.8
C -1.6 -1.1 -2.2
C 0.5 -1.6 -1.0
C 1.8 -0.7 1.5
C 0.8 -0.2 0.5
C 1.4 -0.1 0.6
C 0.2 0.3 0.6
C 0.0 0.0 -1.5
C -0.7 -1.1 -0.7
C -0.8 0.4 -0.6
C 0.7 0.6 0.0
C -0.9 -1.1 -0.6
C -0.2 -0.7 0.4
C 0.5 -0.9 -2.0
C 0.4 0.3 0.8
C -0.6 -1.7 -0.7
C -1.1 -0.9 -0.3
C -1.3 -0.3 -0.6
C -0.2 -0.5 -0.1
C 0.6 -1.3 0.5
C -3.7 0.0 -0.3
C 0.2 -0.2 0.3
C -0.9 1.2 0.0
C 0.7 1.1 -0.9
C 1.1 1.0 -0.2
C 0.2 -0.2 0.8
C 0.5 -0.9 0.2
C -1.1 0.7 -0.3
C -0.2 0.2 -0.4
C -0.2 -0.3 0.1
C 1.0 -0.6 0.4
C 0.1 -0.3 -0.2
C -0.7 -1.1 -1.9
C 0.8 0.1 0.8
C 1.8 0.0 -0.9
C -1.3 -0.3 1.3
C -2.4 -1.8 0.1
C 2.1 0.3 -0.4
C 1.4 0.5 -1.0
C -0.4 -0.1 0.9
H 0.0 0.5 -0.1
H -0.2 -0.4 0.1
H -0.6 0.3 0.2
H -0.5 0.7 0.2
H 0.6 -0.6 0.4
H 0.1 0.6 -0.4
H -0.2 -0.3 0.3
H -0.3 0.0 0.3
H 0.2 -0.5 -0.3
H -0.1 -0.2 0.6
H 0.1 0.1 0.2
H 0.2 -0.4 -0.3
H 0.0 -0.2 0.3
H 0.6 0.1 0.8
H 0.1 0.0 -0.7
H -0.2 -0.3 -0.2
H -0.8 -0.2 0.4
H 0.4 -0.3 -0.2
H -0.3 0.6 0.0
H -0.5 0.3 0.3
H 0.3 -0.6 0.5
H -0.2 0.2 -0.7
H -0.3 -0.1 0.4
H -0.1 0.3 -0.5
H 0.6 -0.1 0.4
H 0.1 0.0 0.2
H 0.3 0.3 0.6
H -0.3 0.0 0.1
H -0.3 0.0 0.2
H -0.3 -0.2 0.3
H 0.0 -0.2 -0.7
H 0.3 0.5 0.5
H -0.2 0.1 -0.3
H 0.5 0.1 -0.5
H -0.6 0.2 -0.2
H -0.2 -0.1 0.2
H -0.3 1.2 0.7
H 0.1 0.1 0.4
H -0.4 0.2 0.0
H -0.3 0.4 0.1
H 0.0 -0.2 0.0
H 0.8 0.9 0.0
H -0.6 -0.2 0.5
H -1.6 0.9 0.6
H -0.1 0.2 0.5
H 0.0 1.1 0.0
H 0.0 -0.2 0.1
H 0.3 -0.7 0.3
H 0.3 0.6 -0.4
H -0.6 0.3 0.4
H -0.3 0.0 -0.8
H -0.8 0.4 1.1
H 0.2 0.0 0.6
H -0.2 0.4 0.5
H -0.2 -0.3 -0.3
H -0.4 -0.4 -0.4
H -0.3 0.4 0.0
H -0.1 0.4 -0.5
H -0.4 0.5 0.1
H 0.1 -0.1 0.3
H -0.1 -0.7 0.4
H 0.5 -0.2 -0.3
H 0.8 -0.2 -0.3
H -0.8 -0.3 -0.3
H -1.0 -0.9 0.2
H -0.5 -0.1 -0.1
H -0.4 0.5 1.6
H 0.2 0.3 -0.1
H -0.7 -0.2 -0.6
H -1.5 0.4 -0.1
H 0.2 -0.5 0.1
H 1.3 -0.1 0.0
H -0.2 -0.5 0.3
H 0.2 0.7 -0.1
H -0.5 -0.1 -0.3
H -0.6 -0.5 0.1
H -0.1 0.0 0.2
H 0.5 -0.3 0.2
H -0.5 0.2 0.3
H 0.4 -0.2 -0.1
H -0.3 0.1 -0.5
H -1.0 0.4 0.4
H 0.2 0.4 0.1
H 0.5 -0.3 -0.1
H 0.0 0.4 0.2
H 0.4 0.3 -0.2
H 0.4 0.6 -1.2
H 0.1 0.2 0.0
H 0.2 0.1 -0.2
H -1.2 0.3 -0.8
H -0.4 0.2 0.3
H 0.9 0.7 -0.2
H 0.6 -0.3 -0.7
H -0.1 0.0 -0.3
H 0.0 0.2 -0.3
H -0.6 -0.5 -0.6
H 1.0 0.5 -1.5
H 0.1 0.5 -0.2
H -0.3 0.5 0.2
H 0.1 -0.3 0.2
H 0.3 0.1 0.4
H 0.1 0.4 0.4
H -1.8 -0.6 -1.5
H -0.1 0.3 -0.4
H 0.9 0.7 0.2
H 0.0 -0.1 0.6
H -0.5 0.0 0.6
H 0.1 0.1 0.3
H 0.1 0.6 -0.1
H -0.1 0.3 0.4
H 0.2 0.1 0.3
H -0.4 0.1 0.4
H 0.9 0.1 -0.1
H 0.7 0.3 0.7
H 0.1 0.9 0.4
H -0.4 0.0 0.1
H -0.4 0.2 -0.9
H 0.2 -0.3 -0.8
H 0.0 0.4 -0.2
H 0.5 0.4 -0.3
H -0.3 0.4 -0.4
H 0.0 -0.3 -0.5
H -0.7 0.2 -1.4
H 0.6 0.1 -0.3
H 0.4 -0.3 0.5

Results
Gap between HOMO and LUMO   9.2 eV
Multiplicity   1
Net charge   0

This record from the OMol25 dataset describes a cluster of 2 separate species, C4H8O2 in total. The level of theory is the ωB97M-V functional and the def2-TZVPD basis.

Cartesian coordinates (Å):
O (-0.5906, 1.2535, 0.0684)
O (0.2077, -1.4151, -0.0656)
C (0.6930, -0.5432, 0.9407)
C (-1.1592, 0.3242, -0.9075)
C (-1.1246, -1.0884, -0.3775)
C (0.2928, 0.9074, 0.9609)
H (-1.4725, -1.7948, -1.1370)
H (-2.1730, 0.6847, -1.0954)
H (1.7874, -0.5644, 0.8926)
H (0.4202, -0.9153, 1.9455)
H (3.0240, 1.9411, -0.1843)
H (2.4312, 1.9771, 0.2684)
H (-1.7756, -1.1829, 0.5089)
H (-0.5607, 0.4161, -1.8181)

Force components x, y, z for each atom (eV/Å):
O 0.2 0.0 0.2
O 0.1 0.0 0.0
C 0.1 0.1 0.1
C -0.1 -0.1 -0.1
C -0.2 0.1 -0.1
C -0.2 -0.2 -0.2
H 0.0 0.1 0.1
H 0.1 0.0 0.0
H -0.1 0.0 0.0
H 0.0 0.1 -0.1
H 0.0 0.0 0.0
H 0.1 0.0 0.0
H 0.1 0.0 -0.1
H -0.1 0.0 0.1

Results
Relative energy (zero: lowest compared OMol25 entry of this formula, charge and spin)   111.7 kcal/mol
Gap between HOMO and LUMO   9.3 eV
Multiplicity   1
Net charge   0

This record from the OMol25 dataset describes the molecule C4H4I2 in a non-equilibrium geometry. The level of theory is the ωB97M-V functional and the def2-TZVPD basis.

Cartesian coordinates (Å):
I (3.2894, -0.2819, -0.0464)
I (0.4636, 3.1298, -0.0167)
C (0.0902, 0.0506, -1.1306)
C (0.3331, 1.0670, -0.0268)
C (1.2359, -0.1452, 0.0253)
C (0.2463, 0.0462, 1.1365)
H (-0.6501, -0.7234, -0.8720)
H (0.4950, 0.2181, -2.1292)
H (-0.6217, -0.6171, 1.0703)
H (0.5214, 0.4617, 2.1202)

Force components x, y, z for each atom (eV/Å):
I -0.1 -0.1 0.0
I 0.1 -0.3 0.0
C 2.2 -0.4 2.3
C -0.1 -2.4 0.0
C -1.7 2.0 -1.0
C 0.0 1.2 -0.4
H -0.2 0.6 -1.1
H -0.4 -0.1 0.2
H 0.1 0.1 0.6
H 0.1 -0.6 -0.6

Results
Relative energy (zero: lowest compared OMol25 entry of this formula, charge and spin)   27.8 kcal/mol
Gap between HOMO and LUMO   9.0 eV
SMILES   I[C@]12C[C@]1(I)C2
Multiplicity   1
Net charge   0

This record from the OMol25 dataset describes the ion C9H19N4 with charge +1 in a non-equilibrium geometry. The level of theory is the ωB97M-V functional and the def2-TZVPD basis.

Cartesian coordinates (Å):
N (1.9507, -1.2261, 0.8364)
N (-0.6461, -2.5814, 0.7930)
N (1.3343, -1.5888, -0.4208)
N (0.0520, -1.1041, -0.7054)
C (-3.8925, 0.6045, -0.2681)
C (-0.9575, -1.7775, -0.2227)
C (5.2598, 1.0964, 0.6961)
C (3.8700, 1.2531, -0.0164)
C (-2.3595, -1.5168, -0.4661)
C (2.4950, -0.6966, -0.1617)
C (3.2564, 0.2879, -0.9530)
C (-4.5095, 1.8577, 0.4286)
C (-2.6533, -0.1771, 0.3660)
H (-1.3910, -3.0536, 1.1817)
H (6.0200, 1.1175, -0.1431)
H (3.8772, -0.3096, -1.5992)
H (-5.3162, 2.1121, -0.2350)
H (-4.8709, 1.7698, 1.4930)
H (5.4078, 2.0753, 1.3088)
H (4.1032, 2.1323, -0.5636)
H (-3.4322, 0.9624, -1.2189)
H (-1.6853, 0.3407, 0.1613)
H (0.2567, -2.8171, 1.0583)
H (-2.8569, -0.3439, 1.3885)
H (-0.1913, -0.3374, -1.2282)
H (3.1811, 1.6479, 0.7250)
H (-4.8560, -0.0222, -0.4551)
H (5.3920, 0.1948, 1.2440)
H (2.5190, 0.7695, -1.5860)
H (-3.7938, 2.6859, 0.3011)
H (-2.4921, -1.0856, -1.4767)
H (-3.0711, -2.2698, -0.2618)

Force components x, y, z for each atom (eV/Å):
N 1.6 1.8 1.5
N -1.3 0.8 -1.9
N 1.4 -1.7 -2.8
N -0.2 -0.7 1.0
C -0.3 -0.6 -0.1
C 1.3 -1.6 2.8
C 0.1 1.7 -1.6
C 2.0 2.0 1.4
C -0.6 3.6 -0.9
C -3.3 -0.9 0.0
C -0.6 -1.5 1.1
C 1.4 -0.1 0.1
C -0.8 0.3 -2.0
H -1.5 -1.4 1.1
H -0.5 -0.1 1.1
H 0.7 0.1 -0.4
H -0.7 0.2 0.1
H 0.5 -0.1 -1.2
H -0.2 -2.0 -0.8
H -0.2 0.9 -1.0
H -1.0 -0.3 0.2
H -1.2 0.6 0.9
H 1.9 -0.3 0.5
H 0.3 -0.4 1.2
H 0.2 2.2 -2.0
H -0.6 -0.5 0.0
H 2.2 0.2 0.0
H 0.1 -0.5 0.8
H -0.2 0.1 -0.2
H -0.2 -0.1 0.6
H 0.0 -0.9 0.1
H -0.3 -1.1 0.2

Results
Relative energy (zero: lowest compared OMol25 entry of this formula, charge and spin)   106.3 kcal/mol
Gap between HOMO and LUMO   10.4 eV
SMILES   CCCC/C(N)=[NH+]/N1N=C1CCC
Multiplicity   1
Net charge   +1

This record from the OMol25 dataset describes a cluster of 3 separate species, C18H28N4O2P in total in a non-equilibrium geometry. The level of theory is the ωB97M-V functional and the def2-TZVPD basis.

Cartesian coordinates (Å):
P (1.9305, -0.7095, -2.6577)
O (0.3742, -0.8606, 0.7308)
O (-1.5436, -1.5513, -0.2768)
N (-5.6426, -3.5461, 2.1842)
N (2.0058, 0.0514, 4.5743)
N (1.2728, 0.6456, -1.6894)
N (0.9985, 5.7584, -2.3573)
C (3.8160, -0.7979, -2.2704)
C (-0.6907, 0.6321, 5.0069)
C (1.5757, 0.5780, 5.7327)
C (0.7889, -1.3965, -5.2819)
C (-5.3472, -3.8996, 3.4453)
C (1.4639, 1.8876, -2.4711)
C (-3.3020, -3.0828, 1.8474)
C (1.8485, -0.4166, -4.5115)
C (-4.6169, -3.1449, 1.4131)
C (1.0006, 4.3653, -2.8993)
C (1.2889, 3.2765, -1.7119)
C (0.2506, 0.8822, 5.9972)
C (-3.0268, -3.4523, 3.1558)
C (-0.4131, -0.7392, -0.2624)
C (-0.1733, 0.2820, -1.4927)
C (1.0738, -0.1824, 3.6333)
C (-4.0677, -3.8692, 3.9755)
C (-0.2749, 0.0902, 3.7998)
H (-0.2589, -0.9452, -5.3336)
H (-0.0042, 4.1233, -3.4172)
H (0.3987, 3.3604, -1.0063)
H (1.5993, 0.6295, -4.8818)
H (1.9598, 6.1218, -2.4224)
H (2.5219, 1.8721, -2.9275)
H (2.8740, -0.6770, -4.9824)
H (-0.9806, -0.1171, 3.0046)
H (1.7940, 4.2481, -3.7268)
H (-2.5129, -2.7527, 1.1789)
H (1.4453, -0.6092, 2.7082)
H (0.8359, -2.4091, -4.7655)
H (2.2576, 3.6671, -1.2171)
H (-0.0394, 1.3042, 6.9520)
H (2.3489, 0.7587, 6.4737)
H (-1.7384, 0.8580, 5.1755)
H (-4.8832, -2.8632, 0.3998)
H (0.8309, 5.6466, -1.3384)
H (4.0954, 0.2473, -1.9065)
H (1.1966, -1.5277, -6.3505)
H (-0.8051, 1.2169, -1.3393)
H (-3.8883, -4.1643, 5.0024)
H (-6.1931, -4.2216, 4.0454)
H (-2.0106, -3.4161, 3.5337)
H (-0.4826, -0.3141, -2.4364)
H (4.0150, -1.6055, -1.4801)
H (4.3576, -1.1127, -3.2306)
H (0.6764, 1.8811, -3.3258)

Force components x, y, z for each atom (eV/Å):
P 0.3 -1.5 1.2
O -0.7 1.4 -2.7
O 3.9 3.9 -1.3
N 0.5 0.0 0.2
N -0.7 0.2 0.3
N 0.7 -0.3 -1.6
N 0.5 -0.8 0.4
C -0.3 0.5 -0.3
C 0.0 0.0 -0.1
C 0.2 -0.2 -0.4
C 1.1 0.3 0.1
C -0.2 0.1 -0.5
C -0.5 0.7 0.0
C 0.2 -0.1 0.0
C 0.0 0.2 -2.2
C -0.5 -0.2 0.3
C 0.0 -1.1 0.0
C 0.1 1.1 -1.7
C 0.0 0.0 0.0
C -0.1 0.0 0.0
C -2.8 -3.9 2.5
C -0.4 -1.0 0.0
C 0.8 -0.1 0.1
C 0.0 0.0 -0.1
C -0.3 0.1 0.2
H 1.4 -0.8 0.3
H 1.4 0.4 1.0
H 1.3 -0.5 -0.7
H 0.5 -1.1 0.7
H -0.6 -0.2 0.1
H -1.6 0.1 0.6
H -1.4 0.5 1.0
H 0.2 -0.1 -0.1
H -1.1 0.3 1.3
H 0.0 0.2 -0.1
H -0.3 0.1 -0.1
H -0.5 1.3 -0.7
H -1.5 -1.0 -0.5
H 0.0 0.0 0.0
H -0.1 0.0 0.0
H 0.0 0.0 0.0
H 0.1 0.0 0.0
H 0.0 0.4 -0.9
H 0.2 -1.5 -0.4
H -0.8 0.2 1.5
H 0.8 -1.2 -0.2
H 0.0 0.0 0.0
H 0.0 0.0 0.0
H 0.0 0.0 -0.1
H -0.3 1.2 1.5
H -0.5 1.4 -1.0
H -0.6 0.7 1.4
H 1.3 0.3 1.0

Results
Gap between HOMO and LUMO   7.4 eV
Multiplicity   1
Net charge   -1

no.,LUMO energy (eV)
1,0.30
2,0.89
3,0.24
4,-2.94
5,2.86